Entry 1:
Here is a molecular structure, CHFLi2OTl from the OMol25 dataset. Energies are from wB97M-V/def2-TZVPD.

Each line ends with the Löwdin charge.
Atoms and positions in Å:
C  0.2846  -0.7790  -0.6800  -0.50
O  0.9803  0.1682  -0.1958  -0.63
Li  -0.2993  1.7375  -0.0900  0.63
Tl  -2.3099  -0.4140  -0.3784  0.56
H  0.8767  -1.7383  -0.6136  -0.06
F  -1.7918  1.0457  0.6658  -0.76
Li  2.2593  -0.0200  1.2921  0.76

Energy (eV): -10918.759
F_max (eV/A): 8.796
Multiplicity: 2
<S²>: 0.76
E_HOMO (alpha / beta) (eV): -3.74 / -5.54
Relative energy (zero: lowest compared OMol25 entry of this formula, charge and spin) (kcal per mole): 0.0

Entry 2:
Here is 3 unconnected molecules or ions with the total composition C16H27FNO9 from the OMol25 dataset. Energies are from wB97M-V/def2-TZVPD.

Each line ends with the Löwdin charge.
Atoms and positions in Å:
C  -2.6608  -4.2568  1.3851  -0.05
C  -2.0393  -4.8271  -0.0208  -0.29
O  -2.1382  -6.1542  -0.2941  -0.07
O  -1.3903  -3.9863  -1.0742  -0.12
C  -0.3168  -3.2334  -0.3999  -0.24
C  0.8679  -2.6973  -1.4519  -0.32
C  2.2737  -2.7052  -0.6055  -0.24
C  3.1155  -4.1096  -0.6670  -0.20
C  2.2520  -5.4580  -0.3167  -0.14
F  3.2643  -6.5584  -0.1136  -0.20
N  0.9429  -3.6386  -2.6726  0.04
C  1.7647  -2.9405  -3.5665  -0.11
O  2.7211  -2.5556  -4.4508  -0.11
H  -1.9075  -4.3950  2.2746  0.09
H  -2.9409  -3.1225  1.2735  0.08
H  -3.6636  -4.8158  1.7101  0.10
H  0.1529  -3.8049  0.5269  0.09
H  -0.7833  -2.2319  0.0493  0.11
H  2.0703  -2.3029  0.4906  0.10
H  2.9694  -1.8788  -1.1140  0.09
H  3.9688  -4.0256  0.1631  0.11
H  3.7073  -4.2405  -1.6953  0.12
H  1.5746  -5.8257  -1.2274  0.13
H  1.6320  -5.4026  0.6757  0.11
C  0.3238  4.1145  -1.8526  -0.07
C  1.1209  3.1744  -0.9657  -0.22
O  1.3362  1.9169  -1.6191  0.03
C  2.3186  1.9009  -2.5529  -0.55
O  3.0221  2.8476  -2.8740  0.09
O  2.3634  0.6587  -3.0966  0.00
C  3.2971  0.5299  -4.1666  -0.05
H  -0.6044  3.6375  -2.1837  0.08
H  0.0792  5.0366  -1.3181  0.07
H  0.8839  4.3786  -2.7545  0.07
H  0.5506  2.9651  -0.0546  0.12
H  2.0729  3.6197  -0.6547  0.12
H  4.2932  0.8726  -3.8686  0.09
H  2.9417  1.0888  -5.0375  0.10
H  3.3630  -0.5279  -4.4356  0.06
C  -2.8799  4.8051  5.4255  -0.07
C  -1.9134  5.1167  4.2964  -0.22
O  -1.7525  3.9821  3.4354  0.02
C  -2.7542  3.7725  2.5467  -0.55
O  -3.7588  4.4572  2.4196  0.10
O  -2.4663  2.6481  1.8441  -0.01
C  -3.4914  2.2579  0.9330  -0.05
H  -2.5702  3.9007  5.9593  0.08
H  -2.9292  5.6371  6.1334  0.08
H  -3.8881  4.6185  5.0440  0.07
H  -0.9266  5.3397  4.7154  0.12
H  -2.2276  5.9977  3.7251  0.12
H  -3.7700  3.0837  0.2705  0.10
H  -4.3630  1.8982  1.4882  0.10
H  -3.1077  1.4383  0.3193  0.10

Energy (eV): -39657.868
Net charge: -1
F_max (eV/A): 9.306
E_HOMO (eV): -2.37
Relative energy (zero: lowest compared OMol25 entry of this formula, charge and spin) (kcal per mole): 149.9

Entry 3:
Here is a single C19H23ClFN3O2S molecule from the OMol25 dataset. Energies are from wB97M-V/def2-TZVPD.

Each line ends with the Löwdin charge.
Atoms and positions in Å:
C  2.1315  0.9795  -2.6379  -0.09
N  2.1264  0.5975  -1.2366  -0.16
C  1.0000  -0.2677  -0.8875  -0.31
C  1.1612  -0.7935  0.5477  -0.15
N  0.0774  -1.6725  0.9289  -0.23
S  -1.3479  -0.9096  1.3552  0.68
O  -1.0222  0.3843  1.8744  -0.27
O  -2.3700  -1.0174  0.3542  -0.27
C  -1.8245  -1.9681  2.7310  -0.26
C  -1.0159  -1.9744  3.8505  -0.07
C  -1.3423  -2.7903  4.9234  -0.59
C  -2.4843  -3.5863  4.8395  -0.29
C  -3.2929  -3.5738  3.7164  0.01
C  -2.9573  -2.7545  2.6511  -0.05
H  -3.5634  -2.7071  1.7608  0.12
H  -4.1696  -4.2017  3.6945  0.12
F  -2.8127  -4.3837  5.8659  0.07
Cl  -0.3601  -2.8255  6.3341  0.73
H  -0.1467  -1.3386  3.8801  0.12
C  -0.0953  -2.8159  0.0596  -0.19
C  -0.2438  -2.3914  -1.3983  -0.17
C  0.9144  -1.4868  -1.8153  -0.14
H  0.7499  -1.1712  -2.8445  0.11
H  1.8591  -2.0344  -1.7680  0.13
H  -1.1841  -1.8483  -1.5023  0.10
H  -0.2785  -3.2759  -2.0369  0.12
H  -0.9822  -3.3519  0.4027  0.12
H  0.7797  -3.4623  0.1868  0.13
H  1.1467  0.0165  1.2730  0.10
H  2.1022  -1.3447  0.6357  0.14
H  0.0402  0.2758  -0.9486  0.14
C  2.3192  1.7183  -0.3351  -0.19
H  3.1058  2.3412  -0.7693  0.11
H  2.7061  1.3275  0.6100  0.11
C  1.0954  2.6122  -0.0150  -0.11
C  0.5230  3.2659  -1.2344  -0.31
N  -0.6061  2.7591  -1.7134  0.11
C  -1.1411  3.2962  -2.7942  -0.14
C  -0.5824  4.3687  -3.4713  -0.07
C  0.5966  4.9055  -2.9759  -0.07
C  1.1570  4.3502  -1.8403  -0.03
H  2.0698  4.7479  -1.4216  0.11
H  1.0674  5.7460  -3.4666  0.10
H  -1.0543  4.7730  -4.3533  0.10
H  -2.0623  2.8378  -3.1313  0.11
H  0.3139  2.0281  0.4713  0.09
H  1.4369  3.3820  0.6804  0.12
H  1.1504  1.3038  -3.0043  0.08
H  2.8379  1.7939  -2.7853  0.09
H  2.4713  0.1366  -3.2401  0.08

Energy (eV): -54716.345
F_max (eV/A): 1.014
SMILES string: CN(CCc1ccccn1)[C@H]1CCCN(S(=O)(=O)c2ccc(F)c(Cl)c2)C1
E_HOMO (eV): -8.27
Relative energy (zero: lowest compared OMol25 entry of this formula, charge and spin) (kcal per mole): 3.4